[1]
The following is a DFT calculation (ωB97M-V/def2-TZVPD) of a molecular structure, C18H32Br8F5N2S in a non-equilibrium geometry.

LUMO	-3.59	eV
E_tot	-606919.4176	eV
HOMO energy	-11.54	eV
gap between HOMO and LUMO	8.0	eV
multiplicity	1
total charge	+1

Last column: natural (NBO) charge in e.
Atoms and positions in Å:
C1 -2.53069 -3.41728 -2.43512  -0.66
C2 -3.34797 -2.17414 -1.81238  -0.26
Br1 -5.29023 -2.54732 -2.22105  0.00
C3 -2.95372 -0.78743 -2.50939  -0.24
Br2 -4.45141 0.50882 -2.13253  0.02
C4 -1.63002 -0.11077 -1.86755  -0.09
C5 -0.31720 -0.77955 -2.46778  -0.29
N1 0.95763 -0.19972 -1.89492  -0.51
S1 1.96599 -1.54905 -1.31632  0.22
C6 0.67128 0.78353 -0.77567  -0.28
C7 -0.39334 0.17976 0.26934  -0.06
C8 -0.71775 1.30038 1.35260  -0.42
C9 0.39276 1.49415 2.48337  -0.43
C10 1.10421 0.15305 2.96165  -0.47
C11 2.09569 0.39911 4.19714  0.64
F1 2.24372 -0.79494 4.94649  -0.32
F2 1.58370 1.36395 5.10208  -0.33
C12 3.57802 0.79705 3.73695  0.92
F3 3.61309 1.82251 2.79457  -0.32
F4 4.24473 -0.32072 3.19387  -0.32
F5 4.35059 1.21180 4.82838  -0.31
N2 -1.71643 -0.16602 -0.38811  -0.66
H1 -2.18698 -3.23195 -3.50260  0.22
H2 -1.57949 -3.50040 -1.79483  0.19
H3 -3.08166 -4.40013 -2.35014  0.26
H4 -3.28482 -2.16779 -0.68552  0.25
H5 -2.87627 -0.90321 -3.63396  0.25
H6 -1.65635 0.98554 -2.20873  0.22
H7 -0.30750 -1.90738 -2.35511  0.25
H8 -0.33605 -0.57497 -3.59309  0.27
H9 1.51574 0.22790 -2.66865  0.47
H10 1.14724 -2.25035 -0.42985  0.17
H11 1.67239 1.02910 -0.30109  0.26
H12 0.24163 1.76722 -1.16769  0.26
H13 -0.00134 -0.79666 0.69073  0.20
H14 -0.77258 2.29645 0.78193  0.22
H15 -1.72101 1.17237 1.86106  0.24
H16 1.17703 2.28551 2.22365  0.23
H17 -0.15204 1.91775 3.39992  0.25
H18 0.39411 -0.68334 3.25839  0.26
H19 1.76221 -0.24741 2.11158  0.21
H20 -2.44399 0.46634 -0.02823  0.40
Br3 1.92774 2.31418 -3.34924  -0.08
C13 1.63128 4.12788 -4.00472  -0.40
C14 0.53960 4.81532 -3.22521  -0.46
Br4 -1.22200 4.18269 -3.76715  0.01
H21 1.41822 4.04908 -5.06992  0.25
H22 2.58443 4.63961 -3.86673  0.25
H23 0.53548 5.88566 -3.43399  0.25
H24 0.61552 4.66039 -2.14966  0.23
Br5 -0.74311 -0.49741 7.16449  -0.03
C15 0.30308 0.72095 8.26897  -0.44
C16 -0.44090 1.09683 9.52531  -0.45
Br6 -1.83113 2.41209 9.15757  -0.01
H25 0.55552 1.57747 7.64536  0.23
H26 1.21439 0.17272 8.51126  0.23
H27 0.22814 1.58185 10.23707  0.23
H28 -0.92496 0.24938 10.00873  0.24
Br7 -0.22024 -5.26004 -7.54081  0.02
C17 0.83376 -4.02761 -6.46321  -0.46
C18 0.10207 -3.64117 -5.20247  -0.44
Br8 -1.29889 -2.33431 -5.56966  -0.01
H29 1.07607 -3.17649 -7.09853  0.24
H30 1.74958 -4.56967 -6.22422  0.24
H31 0.77730 -3.14561 -4.50212  0.21
H32 -0.37388 -4.48556 -4.70449  0.24



[2]
The following is a DFT calculation (ωB97M-V/def2-TZVPD) of 2 unconnected molecules or ions with the total composition C22H31N4.

relative energy (zero: lowest compared OMol25 entry of this formula, charge and spin)	225.94	kJ/mol
LUMO	-4.93	eV
E_tot	-29268.7938	eV
HOMO energy	-10.51	eV
gap between HOMO and LUMO	5.6	eV
multiplicity	1
total charge	+1

Last column: natural (NBO) charge in e.
Atoms and positions in Å:
C1 -7.13559 -1.49332 4.45530  -0.41
C2 -7.19999 -1.55167 2.91848  -0.41
C3 -5.84879 -1.04124 2.39722  -0.20
N1 -5.02520 -0.79910 3.57508  -0.46
C4 -3.83492 -0.10403 3.43501  0.29
C5 -3.72401 1.24679 3.82717  -0.22
C6 -2.54219 1.93876 3.70335  -0.10
C7 -1.33444 1.25626 3.35883  -0.20
C8 -0.06919 1.87198 3.56149  0.08
C9 1.18447 1.17592 3.56860  -0.12
C10 1.31306 -0.09832 4.20536  -0.15
C11 2.52952 -0.74335 4.29661  -0.25
C12 3.66697 -0.21508 3.63528  0.28
N2 4.85696 -0.90078 3.61919  -0.41
C13 5.43978 -1.48144 4.81062  -0.21
C14 6.75346 -2.13946 4.34639  -0.41
C15 6.86854 -1.88990 2.83463  -0.41
C16 5.71917 -0.93846 2.45652  -0.21
C17 3.55223 1.04573 2.99804  -0.25
C18 2.36973 1.76023 3.03103  -0.14
C19 -1.48171 -0.05869 2.80545  -0.12
C20 -2.69551 -0.71504 2.84446  -0.24
C21 -5.78634 -0.85663 4.82286  -0.20
H1 -7.96011 -0.90386 4.86586  0.23
H2 -7.20156 -2.50401 4.87127  0.22
H3 -7.37762 -2.57447 2.57326  0.22
H4 -8.00021 -0.90714 2.54062  0.22
H5 -5.35542 -1.76654 1.73536  0.20
H6 -5.98826 -0.09757 1.83589  0.18
H7 -4.61042 1.73539 4.21950  0.23
H8 -2.50116 3.00700 3.92652  0.24
H9 -0.08406 2.92032 3.87071  0.23
H10 0.43857 -0.53355 4.69357  0.23
H11 2.62023 -1.68132 4.84611  0.23
H12 5.65565 -0.69647 5.56114  0.20
H13 4.75564 -2.20388 5.27757  0.20
H14 7.59236 -1.67593 4.87294  0.22
H15 6.74504 -3.20804 4.57501  0.22
H16 7.82664 -1.43756 2.56947  0.23
H17 6.75868 -2.82900 2.28277  0.22
H18 5.17283 -1.31016 1.57314  0.21
H19 6.09470 0.07103 2.21140  0.19
H20 4.45180 1.48191 2.56419  0.23
H21 2.34009 2.77730 2.63241  0.22
H22 -0.60848 -0.54505 2.36404  0.24
H23 -2.77388 -1.73980 2.48361  0.24
H24 -5.91707 0.14904 5.25673  0.18
H25 -5.26590 -1.47236 5.57163  0.21
C22 -1.01994 5.53648 0.80846  -0.42
N3 -1.22089 4.20397 1.35325  -0.49
N4 -0.09322 3.40922 0.99510  -0.66
H26 -1.94754 6.08283 0.94749  0.21
H27 -0.22120 6.00438 1.38266  0.19
H28 -0.73340 5.53095 -0.24900  0.19
H29 -2.04346 3.75332 0.96620  0.35
H30 0.65457 3.66021 1.63500  0.33
H31 -0.31026 2.42226 1.10711  0.35



[3]
The following is a DFT calculation (ωB97M-V/def2-TZVPD) of a molecular structure, C2H6N6 in a non-equilibrium geometry.

relative energy (zero: lowest compared OMol25 entry of this formula, charge and spin)	544.28	kJ/mol
LUMO	0.31	eV
E_tot	-11104.6571	eV
HOMO energy	-8.74	eV
gap between HOMO and LUMO	9.1	eV
multiplicity	1

Last column: natural (NBO) charge in e.
Atoms and positions in Å:
C1 0.46710 0.41766 1.54350  0.29
C2 1.27540 -0.03883 -0.32571  0.45
H1 -2.54741 -0.51124 0.89478  0.39
H2 -2.31952 1.32476 0.69809  0.39
H3 0.45994 0.93088 2.55124  0.22
H4 3.08447 -0.32544 -0.72873  0.35
H5 -0.20926 -1.69471 -1.00926  0.33
H6 -0.47334 -0.58568 -2.83626  0.41
N1 -2.04590 0.37983 1.14700  -0.64
N2 -0.62521 0.38244 0.69025  -0.22
N3 1.60572 0.05041 1.02333  -0.53
N4 2.15475 -0.18113 -1.31838  -0.65
N5 -0.07891 0.45986 -0.81015  -0.11
N6 -0.74783 -0.60881 -1.51971  -0.68



[4]
The following is a DFT calculation (ωB97M-V/def2-TZVPD) of a single C7H15N molecule in a non-equilibrium geometry.

relative energy (zero: lowest compared OMol25 entry of this formula, charge and spin)	231.66	kJ/mol
LUMO	0.95	eV
E_tot	-8990.0888	eV
HOMO energy	-8.05	eV
gap between HOMO and LUMO	9.0	eV
multiplicity	1

Last column: natural (NBO) charge in e.
Atoms and positions in Å:
C1 0.79045 -1.00492 -2.07429  -0.22
C2 -0.39882 0.00842 -2.08291  -0.43
C3 -1.06065 0.01741 -0.68498  -0.44
C4 -0.92001 -0.16401 1.69410  -0.21
C5 -0.27230 0.24768 0.57108  0.02
C6 0.84602 1.23224 0.43807  -0.68
C7 -0.53240 0.62762 2.96760  -0.65
N1 1.19842 -1.79749 -0.93300  -0.86
H1 1.68274 -0.44159 -2.39761  0.18
H2 0.59462 -1.77405 -2.87733  0.18
H3 -0.99809 -0.33296 -2.90240  0.22
H4 0.11548 0.97029 -2.34774  0.19
H5 -1.98757 0.63643 -0.68997  0.22
H6 -1.58432 -0.98957 -0.61034  0.20
H7 -1.73384 -0.89536 1.72373  0.21
H8 1.35928 1.11048 -0.51394  0.22
H9 1.45072 1.31367 1.33667  0.23
H10 0.55186 2.34528 0.48412  0.22
H11 0.37682 1.29879 2.88834  0.21
H12 -1.25164 1.49192 3.18459  0.21
H13 -0.52990 -0.07401 3.78735  0.21
H14 0.40942 -2.36661 -0.66537  0.37
H15 1.89370 -1.45964 -0.29578  0.38



[5]
The following is a DFT calculation (ωB97M-V/def2-TZVPD) of a molecular structure, C2H6N3S in a non-equilibrium geometry.

relative energy (zero: lowest compared OMol25 entry of this formula, charge and spin)	229.49	kJ/mol
LUMO	-4.18	eV
E_tot	-17467.7595	eV
HOMO energy	-13.53	eV
gap between HOMO and LUMO	9.4	eV
multiplicity	1
total charge	+1

Last column: natural (NBO) charge in e.
Atoms and positions in Å:
C1 -0.06655 0.37922 -0.24697  0.50
C2 -0.61188 0.99519 1.04462  -0.59
N1 -0.53447 1.26446 -1.05595  -0.63
N2 0.46534 -0.78865 -0.54569  -0.38
N3 0.83117 -1.68081 0.42308  -0.63
S1 -1.38069 2.36486 0.02874  0.51
H1 -1.47236 0.34319 1.55808  0.30
H2 0.20818 1.25544 1.84980  0.30
H3 -0.40877 1.23487 -2.08430  0.44
H4 0.80486 -0.98825 -1.47923  0.40
H5 0.28439 -2.57988 0.26955  0.39
H6 1.88078 -1.79966 0.23828  0.38



- Which of these has the lowest HOMO energy?
  C2H6N3S



- Number 5 is which compound?
  C2H6N3S



- What is the formula in the second record?
  C22H31N4